# 1
The following is a quantum chemistry calculation of an isolated molecule of C3H4N2O2 at a distorted geometry, from the Open Molecules 2025 dataset.

Geometry (Å):
C  1.56595  -0.47177  0.06238
C  1.54640  0.90550  0.11634
N  -2.26823  0.41420  -0.10723
O  -0.88645  0.29741  0.18998
C  -0.24717  -1.03328  0.05255
O  1.93057  1.99030  0.10359
N  -0.47005  -2.12122  -0.32298
H  -2.39645  1.23935  -0.68604
H  -2.81588  0.60153  0.72813
H  1.79749  -0.89103  -0.91250
H  2.24382  -0.93098  0.77578

Computed properties:
* M: 100.08 g mol⁻¹
* lowest unoccupied orbital energy (spin up / spin down): -0.2744 / -0.2736 eV
* orbital gap (spin up / spin down): 7.98 / 7.98 eV

---

# 2
The following is a quantum chemistry calculation of a structure of composition C12H18B2F8K3O9 at a distorted geometry, from the Open Molecules 2025 dataset.

Geometry (Å):
K  0.41770  -22.57305  -20.77898
K  -0.03260  -18.15016  -22.48575
K  3.47851  -17.33700  -20.59624
B  3.74331  -18.03868  -23.70501
F  2.98142  -18.92511  -22.83056
F  4.14010  -18.69760  -24.82476
F  2.85454  -16.96816  -23.94557
F  4.81672  -17.66922  -22.87269
B  1.47123  -19.46903  -19.37238
F  2.70670  -19.55141  -18.72576
F  1.56825  -19.62841  -20.76903
F  0.69640  -20.56028  -18.93527
F  0.98793  -18.17571  -19.10218
C  5.82270  -20.30996  -20.25731
C  6.06238  -21.44808  -19.27574
C  6.66524  -22.72100  -19.90240
O  8.01383  -22.72439  -19.46015
C  8.13892  -21.89184  -18.38873
O  9.05385  -21.87973  -17.63902
O  7.07080  -21.06984  -18.33032
H  5.07951  -19.61001  -19.87391
H  5.40752  -20.71958  -21.17991
H  6.75392  -19.77616  -20.43465
H  5.16201  -21.64245  -18.69106
H  6.68110  -22.67095  -20.98976
H  6.15419  -23.62378  -19.56706
C  4.65231  -20.45645  -15.55882
C  3.17982  -20.33861  -15.21021
C  2.39682  -21.63293  -15.48554
O  1.85813  -21.98697  -14.21855
C  2.36383  -21.17487  -13.25902
O  2.23047  -21.32286  -12.09554
O  2.98533  -20.10723  -13.82946
H  5.16840  -21.27503  -15.05054
H  5.19494  -19.57017  -15.20876
H  4.84493  -20.45524  -16.63176
H  2.85983  -19.48295  -15.81082
H  3.11990  -22.38699  -15.80769
H  1.61036  -21.56702  -16.23270
C  -2.41820  -15.86062  -15.42554
C  -2.84450  -16.44658  -16.74881
C  -1.79424  -17.18122  -17.60463
O  -2.32646  -18.48043  -17.81385
C  -3.37478  -18.70470  -16.98830
O  -3.85206  -19.76076  -16.74697
O  -3.79610  -17.53479  -16.46338
H  -3.10684  -16.09051  -14.61743
H  -2.27568  -14.78334  -15.50212
H  -1.46446  -16.29086  -15.10104
H  -3.50208  -15.77975  -17.30639
H  -0.82421  -17.21690  -17.11462
H  -1.74576  -16.70591  -18.58387

Computed properties:
* M: 597.17 g mol⁻¹
* charge: +1
* lowest unoccupied orbital energy: -4.4826 eV
* orbital gap: 8.17 eV

---

# 3
The following is a quantum chemistry calculation of an isolated molecule of C7H11NS at a distorted geometry, from the Open Molecules 2025 dataset.

Geometry (Å):
C  -0.44373  -2.27995  -0.26415
C  -2.31875  -0.60077  -0.39992
C  -0.05080  -1.02198  0.53038
C  -1.01359  0.10932  -0.20601
C  1.38478  -0.66623  0.65315
C  -0.38512  0.34009  -1.59587
C  -1.11159  1.43635  0.59185
N  -1.50315  -2.51471  -0.84666
S  -3.88437  -0.44226  -0.30469
H  0.32665  -3.13754  -0.26664
H  -0.50407  -1.17896  1.60805
H  1.83395  -1.45493  1.35077
H  1.53076  0.35999  1.15442
H  1.70099  -0.51572  -0.41061
H  0.68885  0.52603  -1.35103
H  -0.88601  1.19264  -2.09701
H  -0.50498  -0.59037  -2.15408
H  -1.94824  1.39279  1.35947
H  -1.17528  2.30769  -0.06255
H  -0.23725  1.44899  1.28382

Computed properties:
* M: 141.24 g mol⁻¹
* lowest unoccupied orbital energy (spin up / spin down): -0.1162 / -0.1159 eV
* orbital gap (spin up / spin down): 7.83 / 7.83 eV

---

# 4
The following is a quantum chemistry calculation of an isolated molecule of C5H3F2N at a distorted geometry, from the Open Molecules 2025 dataset.

Geometry (Å):
F  1.49926  -2.10224  -0.34312
C  0.75850  -1.06955  -0.15027
C  -0.09139  -0.87373  0.87033
C  -0.74771  0.43182  0.95449
C  -0.64487  1.38504  -0.04335
F  -1.04249  2.63708  0.03979
N  -0.10075  0.99390  -1.16518
C  0.61482  -0.15940  -1.22135
H  -0.14901  -1.74103  1.55698
H  -1.00547  0.80372  1.86833
H  0.90910  -0.30561  -2.36664

Computed properties:
* M: 115.08 g mol⁻¹
* lowest unoccupied orbital energy: 0.3824 eV
* SMILES string: Fc1ccc(F)nc1
* orbital gap: 9.89 eV

---

# 5
The following is a quantum chemistry calculation of a cluster of 5 separate species, C16H37F6N2O7 in total at a distorted geometry, from the Open Molecules 2025 dataset.

Geometry (Å):
O  0.11418  0.18346  -1.05327
H  -0.18153  -0.65491  -1.53443
H  -0.40380  0.11524  -0.20801
H  -0.25517  0.99120  -1.56680
C  -0.57481  -2.82673  -2.35877
O  0.73907  -2.23204  -2.56948
O  -1.43234  -1.90746  -2.05625
C  -0.97595  -3.81944  -3.47260
F  -2.17192  -4.37267  -3.18420
F  -1.07823  -3.28958  -4.69845
F  -0.11656  -4.87213  -3.54128
C  1.85657  -3.02098  -2.81657
C  3.09090  -2.30471  -2.26390
H  4.01431  -2.78895  -2.59000
H  3.14750  -1.27362  -2.62861
H  3.08150  -2.20329  -1.17621
H  2.06168  -3.18938  -3.88037
H  1.87105  -3.99145  -2.30432
H  -0.37302  -3.51876  -1.49235
C  -0.05808  3.02189  -2.72250
O  1.07010  2.67212  -1.90053
O  -0.94779  2.02913  -2.72887
C  -0.64718  4.35000  -2.23704
F  0.25425  5.36725  -2.31790
F  -1.70028  4.73154  -2.97889
F  -1.08315  4.29268  -0.96661
C  2.32581  3.18632  -2.24669
C  3.38015  2.47487  -1.41590
H  3.61145  1.47617  -1.78659
H  4.33785  3.00288  -1.39198
H  3.03042  2.44732  -0.38087
H  2.44983  4.26166  -2.08038
H  2.49147  2.95937  -3.30800
H  0.28635  3.08702  -3.77751
C  -2.59511  -1.84828  1.18661
C  -2.93139  -0.37095  1.23836
C  -3.73040  0.04383  2.47038
O  -5.04582  -0.46419  2.32343
C  -5.89259  -0.25613  3.41243
N  -1.65794  0.36932  1.14733
H  -3.50548  -2.44693  1.12924
H  -1.98875  -2.11566  2.05847
H  -2.02797  -2.11048  0.28890
H  -3.50884  -0.11122  0.34754
H  -3.81558  1.13724  2.47154
H  -3.24002  -0.44275  3.32432
H  -6.71253  -0.97018  3.29317
H  -6.33330  0.74382  3.36601
H  -5.46198  -0.51209  4.38559
H  -1.00954  0.01045  1.85379
H  -1.79603  1.33642  1.43565
C  2.45274  -1.80089  2.16822
C  1.86237  -0.62965  2.93161
C  1.93908  0.65501  2.10796
O  1.51562  1.72566  2.89317
C  1.70204  2.98082  2.24906
N  0.46104  -0.98580  3.22465
H  3.51797  -1.81829  1.94327
H  1.92239  -1.94893  1.22247
H  2.23364  -2.71748  2.72575
H  2.37166  -0.33481  3.85824
H  1.37034  0.57945  1.17276
H  3.00078  0.68280  1.80582
H  2.73414  3.03311  1.88531
H  1.30825  3.72996  2.92416
H  1.12802  3.00870  1.30918
H  0.14452  -0.55472  4.08651
H  0.37406  -1.98117  3.39524

Computed properties:
* M: 483.47 g mol⁻¹
* charge: -1
* lowest unoccupied orbital energy: 2.5100 eV
* orbital gap: 7.37 eV

---

# 6
The following is a quantum chemistry calculation of the ion C3H7N2S2 with charge +1 at a distorted geometry, from the Open Molecules 2025 dataset.

Geometry (Å):
S  -0.15841  1.91861  -1.18868
C  -0.58095  0.47440  -0.17767
S  -2.41879  0.15084  0.06459
C  0.34605  0.43571  1.01841
N  1.08473  -0.79957  0.91539
C  0.98280  -1.41328  -0.21261
N  0.07563  -0.97415  -0.99999
H  -0.91706  1.61376  -2.28975
H  -2.73387  1.31363  0.82656
H  1.07059  1.22224  1.09707
H  -0.02815  0.43096  1.95621
H  1.87161  -0.99033  1.54707
H  1.51087  -2.28107  -0.57261
H  -0.10505  -1.10177  -1.98400

Computed properties:
* M: 135.24 g mol⁻¹
* charge: +1
* lowest unoccupied orbital energy: -3.2780 eV
* SMILES string: SC1(S)C[NH+]=CN1
* orbital gap: 10.08 eV

---

Let's list relative energy (zero: lowest compared OMol25 entry of this formula, charge and spin) in order: 7.3538, 0.0000, 3.5388, 1.2017, 0.0000, 1.6897 eV.